No. 1
This record from the Open Molecules 2025 dataset describes 2 unconnected molecules or ions with the total composition C3H10N2O in a non-equilibrium geometry. The level of theory is the ωB97M-V functional and the def2-TZVPD basis.

Properties
**Energy**: -304.9871 Eh
**2S+1**: 1
**Total charge**: 0
**SMILES**: NC=O.CNC
**E_LUMO**: 0.8 eV
**Molecular weight**: 90.13 g/mol

Each line ends with the Mulliken charge.
Atoms and positions in Å:
N 0.7226 1.3527 -1.4647  -0.1980
C -0.0951 1.5526 -2.5223  0.1373
O -1.3649 1.4950 -2.4061  -0.5904
H 1.6529 1.5959 -1.7838  0.2249
H 0.8279 1.0891 -0.5586  0.2732
H 0.3846 1.7233 -3.5169  0.2737
C -0.9658 -0.2942 1.9043  -0.9552
N -0.0380 -0.2548 0.8001  -0.3624
C 0.6659 -1.5360 0.7272  -0.8321
H -1.7719 -1.1311 1.8392  0.2862
H -0.4316 -0.6022 2.8222  0.2545
H -1.6317 0.6003 1.8721  0.3189
H -0.5444 0.2425 0.1132  0.3212
H 0.0086 -2.4685 0.7362  0.2843
H 1.3474 -1.7530 1.6580  0.2546
H 1.2336 -1.6117 -0.2202  0.3094

No. 2
This record from the Open Molecules 2025 dataset describes C3H10N2O in the gas phase in a non-equilibrium geometry. The level of theory is the ωB97M-V functional and the def2-TZVPD basis.

Properties
**Energy**: -304.9624 Eh
**2S+1**: 1
**Total charge**: 0
**SMILES**: CC(C)NNO
**E_LUMO**: 1.1 eV
**Molecular weight**: 90.13 g/mol

Each line ends with the Mulliken charge.
Atoms and positions in Å:
C 1.6912 0.7864 0.4445  -1.3742
C 0.5274 0.0997 -0.3431  0.6519
C 0.5289 -1.4037 -0.1019  -1.4179
N -0.6648 0.6932 0.2176  -0.3351
N -1.7975 0.2169 -0.5698  -0.3082
O -2.9400 -0.0116 0.2625  -0.4486
H 1.5928 0.5795 1.5064  0.3668
H 1.7059 1.8624 0.2845  0.3553
H 2.6298 0.3727 0.0846  0.3816
H 0.6473 0.3127 -1.4185  0.2418
H -0.3064 -1.8587 -0.6271  0.3401
H 1.4600 -1.8421 -0.4526  0.4059
H 0.4243 -1.6086 0.9607  0.3263
H -0.6148 1.7102 0.2389  0.2204
H -2.1466 0.9133 -1.2337  0.2679
H -2.7375 -0.8224 0.7469  0.3258

No. 3
This record from the Open Molecules 2025 dataset describes C3H10N2O in the gas phase in a non-equilibrium geometry. The level of theory is the ωB97M-V functional and the def2-TZVPD basis.

Properties
**Energy**: -304.9861 Eh
**2S+1**: 1
**Total charge**: 0
**SMILES**: NCCNCO
**E_LUMO**: 0.9 eV
**Molecular weight**: 90.13 g/mol

Each line ends with the Mulliken charge.
Atoms and positions in Å:
N 1.4247 -1.3654 -0.8040  -0.6274
C 1.2462 0.0932 -1.0628  -0.4515
C 0.5490 0.9583 -0.0402  -0.5189
N -0.9182 0.6481 0.1635  -0.3077
C -1.1848 -0.3049 1.2220  -0.0766
O -2.5585 0.0321 1.8345  -0.5510
H 0.5212 -1.8409 -0.8898  0.2069
H 1.8640 -1.7448 -1.5589  0.2373
H 2.2963 0.5323 -1.1745  0.3421
H 0.7649 0.2564 -2.0212  0.3488
H 0.8737 2.0907 -0.2972  0.2175
H 0.9934 0.6895 0.9810  0.2211
H -1.3397 0.4824 -0.7924  0.2369
H -0.4774 0.1014 2.0703  0.2149
H -1.2102 -1.4113 1.0733  0.2163
H -2.8447 0.7830 1.2964  0.2914

No. 4
This record from the Open Molecules 2025 dataset describes C3H10N2O in the gas phase in a non-equilibrium geometry. The level of theory is the ωB97M-V functional and the def2-TZVPD basis.

Properties
**Energy**: -304.8937 Eh
**2S+1**: 1
**Total charge**: 0
**SMILES**: CC[N@+](C)(N)[O-]
**E_LUMO**: 1.0 eV
**Molecular weight**: 90.13 g/mol

Each line ends with the Mulliken charge.
Atoms and positions in Å:
C -1.8509 -0.6401 -0.4990  -1.2139
C -0.6955 -0.5857 0.4915  -0.2699
N 0.4235 0.2258 -0.0452  0.6743
C 1.9297 -0.0850 0.5209  -0.6710
N 0.0504 1.6093 -0.0482  -0.8096
O 0.8833 -0.2365 -1.2562  -0.7245
H -2.4146 0.2926 -0.5148  0.3337
H -1.4466 -0.8342 -1.4933  0.3279
H -2.5334 -1.4450 -0.2322  0.3694
H -0.9827 -0.1519 1.4492  0.2602
H -0.2940 -1.5879 0.6438  0.3280
H 2.0327 0.6663 1.3023  0.3171
H 2.7944 -0.0105 -0.1345  0.2542
H 1.8566 -1.0739 0.9669  0.2699
H 0.8697 2.1358 -0.3426  0.2964
H -0.6226 1.7209 -0.8084  0.2577

No. 5
This record from the Open Molecules 2025 dataset describes 2 unconnected molecules or ions with the total composition C3H10N2O in a non-equilibrium geometry. The level of theory is the ωB97M-V functional and the def2-TZVPD basis.

Properties
**Energy**: -304.9929 Eh
**2S+1**: 1
**Total charge**: 0
**SMILES**: C/C(N)=C/N.O
**E_LUMO**: 0.7 eV
**Molecular weight**: 90.13 g/mol

Each line ends with the Mulliken charge.
Atoms and positions in Å:
C -0.8680 1.6172 -0.6014  -1.1246
C 0.3871 0.9232 -0.1782  0.5096
N 0.8877 1.2112 1.0738  -0.5341
C 0.8695 -0.0885 -0.9457  -0.5004
N 1.1351 -1.3916 -0.3534  -0.4854
H -0.9211 1.6230 -1.6891  0.3380
H -1.0387 2.6104 -0.1756  0.3703
H -1.7575 1.0426 -0.3231  0.1774
H 1.2985 0.4414 1.5952  0.2761
H 0.2255 1.6385 1.7121  0.2222
H 0.8207 -0.0270 -2.0244  0.3682
H 0.5339 -2.1398 -0.6455  0.2202
H 2.1390 -1.4956 -0.3787  0.1965
O -1.8558 -1.8925 0.6509  -0.6234
H -2.0621 -0.9556 0.5600  0.2727
H -1.5525 -1.8994 1.5669  0.3166

No. 6
This record from the Open Molecules 2025 dataset describes 2 unconnected molecules or ions with the total composition C3H10N2O in a non-equilibrium geometry. The level of theory is the ωB97M-V functional and the def2-TZVPD basis.

Properties
**Energy**: -304.9284 Eh
**2S+1**: 1
**Total charge**: 0
**E_LUMO**: 0.7 eV
**Molecular weight**: 90.13 g/mol

Each line ends with the Mulliken charge.
Atoms and positions in Å:
C -0.2220 -1.7804 -1.5758  -1.2377
C 0.3107 -0.4106 -1.0237  -0.1459
N 0.0253 2.1413 -0.6592  -0.5538
C 0.1662 1.0127 0.1955  0.1026
N -0.4744 -0.1286 0.2244  -0.7020
H 0.4799 -2.0713 -2.4041  0.3409
H -1.2360 -1.7050 -1.9974  0.3175
H -0.2345 -2.5728 -0.8575  0.3400
H 0.0219 0.2509 -1.8448  0.3034
H 1.4047 -0.6426 -0.9478  0.2069
H 0.0889 3.0419 -0.1225  0.3037
H -0.8968 2.0301 -1.0540  0.2900
H 1.0471 1.1421 0.7946  0.3975
H -0.7047 -0.8555 3.0187  0.3102
H 0.0063 -0.7615 1.7045  0.4462
O 0.2046 -0.6093 2.6472  -0.7194

No. 7
This record from the Open Molecules 2025 dataset describes 2 unconnected molecules or ions with the total composition C3H10N2O in a non-equilibrium geometry. The level of theory is the ωB97M-V functional and the def2-TZVPD basis.

Properties
**Energy**: -304.9938 Eh
**2S+1**: 1
**Total charge**: 0
**SMILES**: C=CN.NCO
**E_LUMO**: 0.8 eV
**Molecular weight**: 90.13 g/mol

Each line ends with the Mulliken charge.
Atoms and positions in Å:
C -2.1889 -1.1823 -1.4104  -0.9072
C -1.4653 -0.8653 -0.3254  0.1322
N -1.9393 -0.7042 0.9603  -0.3957
H -3.1255 -1.7110 -1.4019  0.2747
H -1.6098 -1.1566 -2.3199  0.2472
H -0.3860 -0.9658 -0.3930  0.2767
H -2.9330 -0.7547 1.1073  0.1903
H -1.3834 -1.0635 1.7159  0.2003
N 2.4942 1.9101 0.5210  -0.5796
C 1.4677 1.0014 -0.0256  -0.1290
O 1.7473 -0.3278 0.3905  -0.5588
H 3.3157 1.3987 0.8062  0.2324
H 2.7128 2.6202 -0.1696  0.2263
H 0.5252 1.2904 0.4503  0.2425
H 1.5157 0.9727 -1.1130  0.2313
H 1.2528 -0.4621 1.2073  0.3165

No. 8
This record from the Open Molecules 2025 dataset describes 2 unconnected molecules or ions with the total composition C3H10N2O in a non-equilibrium geometry. The level of theory is the ωB97M-V functional and the def2-TZVPD basis.

Properties
**<S²>**: 0.764
**Energy**: -304.6856 Eh
**2S+1**: 2
**Total charge**: +1
**E_LUMO (spin up / spin down)**: -4.9 / -8.4 eV
**Molecular weight**: 90.13 g/mol

Each line ends with the Mulliken charge.
Atoms and positions in Å:
C 1.4863 -1.3173 -2.0860  -1.1567
C 1.5451 -1.5637 -0.5795  -0.1899
N 0.5793 -0.8002 0.1666  -0.0827
C -0.2585 0.1709 -0.2513  0.0797
N -1.5571 0.1354 -0.1504  -0.2551
H 0.5864 -1.7084 -2.5297  0.3511
H 1.4508 -0.1998 -2.2689  0.3108
H 2.3482 -1.7569 -2.5899  0.3439
H 2.5523 -1.3737 -0.2195  0.3062
H 1.4784 -2.6324 -0.3938  0.2972
H 0.0161 -1.3254 0.8427  0.3148
H 0.1383 0.8654 -1.0191  0.3328
H -1.9317 1.0823 0.0166  0.3474
H -3.3948 3.5903 4.2838  0.3318
H -2.0516 3.4812 3.3362  0.3154
O -2.9876 3.3520 3.4421  -0.6465